This record from OMol25 describes a 8-piece molecular cluster, C39H87O29P5 overall at a distorted geometry. The level of theory is ωB97M-V with the def2-TZVPD basis set.

* energy above the lowest of the compared OMol25 structures with the same formula, charge and spin: 0.00 kcal per mole
* net charge: 0
* multiplicity: 1
* LUMO: 0.30 eV
* HOMO-LUMO gap: 0.3752 Ha
* calculated total energy: -147688.228 eV
* molar mass: 1174.97 g mol⁻¹
* SMILES: CCOP(=O)(OCC)OCC.CCOP(=O)(OCC)OCC.CCOP(=O)(OCC)OCC.CCOP(=O)(OCC)OCC.CCOP(=O)(OCC)OCC.O=C1OCCO1.O=C1OCCO1.O=C1OCCO1

```
160
Properties=species:S:1:pos:R:3:forces:R:3
C -0.2471 -3.9907 3.8666 1.0398 0.1863 -0.2777
C 0.9089 -4.7125 4.5020 0.7892 -1.5440 -0.1566
O 0.4327 -5.7338 5.4267 -0.6292 0.7515 -0.0899
P 1.3970 -6.6578 6.2510 0.3832 -0.0621 0.4566
O 2.7071 -6.1222 6.5963 0.3620 0.2177 -0.0671
O 0.5206 -6.9905 7.5264 0.1065 -0.3046 -1.1571
C -0.8214 -7.4348 7.2865 -1.7583 -0.3025 2.1928
C -1.0305 -8.7457 8.0600 2.3218 -0.5433 -0.1251
O 1.4258 -8.0059 5.4239 -0.2167 -0.1074 -0.1510
C 2.6038 -8.7218 5.0527 0.7873 -0.7873 0.0505
C 2.4609 -10.1858 5.4855 -1.1196 1.0271 -0.0465
H 0.1998 -3.1934 3.2698 -0.0238 0.2476 0.0632
H -0.7082 -4.6365 3.1214 -0.5923 -0.0583 0.4318
H -0.8919 -3.5369 4.6085 -0.3674 -0.2131 -0.0603
H 1.4489 -5.2981 3.7466 0.0157 0.4242 -0.1879
H 1.6656 -4.1131 5.0085 -0.3608 0.2769 0.1260
H -1.4214 -6.6698 7.7893 -0.2047 0.0117 -0.4193
H -1.1821 -7.5564 6.2688 0.7009 0.3380 -0.3066
H -1.9920 -9.0177 8.4730 -0.3566 0.3071 -0.3481
H -0.5896 -9.5671 7.4742 -0.6614 -0.0213 -0.1576
H -0.2952 -8.7370 8.8769 -0.4825 0.3122 0.2632
H 2.6877 -8.6533 3.9683 0.0946 0.0783 0.0021
H 3.5076 -8.3202 5.5125 -0.2372 0.4721 0.0031
H 3.3739 -10.7607 5.4059 0.1313 -0.0262 -0.1874
H 2.1176 -10.1631 6.5221 0.1574 -0.2502 0.0277
H 1.6488 -10.5897 4.8777 0.1885 -0.4729 0.1298
C 0.2491 1.0129 -4.8901 0.0301 0.9000 1.1084
C 1.4734 0.1991 -5.1929 0.0114 0.6519 -1.9041
O 1.1481 -1.1683 -5.5315 -0.1994 0.0267 0.5508
P 0.7485 -1.5689 -6.9878 0.0897 -0.1065 0.0298
O 0.2104 -2.9163 -7.1028 -0.2967 -0.5453 -0.1264
O 2.1019 -1.2889 -7.7522 0.4849 -0.1685 -0.2263
C 2.1070 -1.1052 -9.1792 -0.6031 0.4803 0.3097
C 2.4829 0.3417 -9.4612 0.1913 0.0069 -0.1525
O -0.2280 -0.4327 -7.5122 -0.3972 -0.1927 -0.4198
C -1.3818 -0.7063 -8.3558 -0.5142 1.6863 -0.0874
C -1.5777 0.5743 -9.2211 -0.0822 -1.0022 0.0900
H -0.3054 0.4805 -4.1165 -0.3473 0.3770 0.0055
H 0.5732 1.9943 -4.5140 0.1749 -0.3922 0.5627
H -0.3842 1.3612 -5.7032 0.0138 -0.9594 -0.4091
H 1.9342 0.6414 -6.0861 0.3402 -0.0916 0.2054
H 2.2170 0.1917 -4.4078 -0.1693 -0.1731 0.3453
H 2.7953 -1.8158 -9.6277 0.1787 -0.0091 0.1385
H 1.1141 -1.3496 -9.5688 0.0385 0.1007 -0.0629
H 3.5653 0.4656 -9.4039 -0.0101 -0.0023 -0.2901
H 2.0929 0.6551 -10.4323 0.3154 -0.0254 -0.0569
H 2.0897 1.0403 -8.7232 -0.3515 -0.2661 0.1058
H -1.2742 -1.6036 -8.9557 0.2553 -0.1374 0.1626
H -2.2642 -0.7605 -7.7168 0.1812 -0.5644 0.1153
H -0.5808 0.9464 -9.4306 -0.0469 0.4335 -0.1447
H -2.1049 0.3861 -10.1615 0.2184 -0.2986 0.0574
H -2.2109 1.2927 -8.7059 0.4115 0.2311 0.2354
C 1.8766 6.0816 -4.7644 -0.5231 -0.6216 -0.4457
C 2.5756 5.5839 -3.5099 0.0221 0.1258 -0.7971
O 3.1628 6.6547 -2.7801 0.4800 0.2470 -0.2925
P 2.2952 7.6584 -1.9377 1.6541 -1.4106 0.7395
O 0.9859 7.9350 -2.4534 -2.0449 0.7469 -0.6381
O 2.3304 6.9634 -0.5145 -0.2446 0.6044 0.7900
C 1.1932 6.2766 -0.0155 -0.4243 -2.0859 0.1543
C 1.6288 5.0823 0.8130 1.2750 -0.0545 0.4985
O 3.3240 8.8214 -1.7885 -0.2685 0.7240 0.2713
C 2.8533 10.1912 -1.7267 1.5898 0.4890 0.0972
C 3.7281 10.9682 -0.7569 0.5263 0.1129 -0.0350
H 2.5644 6.6818 -5.3596 -0.0451 0.0721 0.0370
H 1.5785 5.2138 -5.3709 0.3081 0.0172 0.0632
H 0.9388 6.6151 -4.6176 0.2598 0.2589 0.4078
H 1.9361 4.9663 -2.8790 -0.0156 0.0045 0.0706
H 3.4351 5.0064 -3.8433 -0.0598 -0.3026 0.2262
H 0.5133 6.8374 0.6241 0.1830 0.6984 -0.4982
H 0.6566 5.7881 -0.8346 -0.3210 0.6967 -0.1599
H 2.2425 5.3751 1.6763 -0.3525 0.1734 0.0868
H 0.7666 4.5189 1.1643 -0.0966 0.0934 0.0067
H 2.3024 4.4043 0.2762 -0.3353 0.1079 -0.3824
H 3.1304 10.6277 -2.6877 -0.7499 -0.1744 -0.2527
H 1.8019 10.2915 -1.4834 -0.1641 -0.2906 -0.2518
H 4.7778 10.6933 -0.8933 -0.1160 -0.2271 -0.0561
H 3.7037 12.0201 -1.0536 -0.2998 0.0488 0.3238
H 3.5063 10.8527 0.3019 -0.2551 -0.0146 -0.0385
C -6.7544 1.1844 0.1394 -0.0909 -0.6464 -1.1987
C -7.1299 0.3807 1.3620 -1.0681 0.5879 0.2392
O -6.1162 -0.5228 1.8144 0.5164 0.5362 -0.0728
P -6.0480 -1.9712 1.1862 -0.3503 0.5932 0.0288
O -7.3377 -2.6475 1.1975 0.0479 -0.6831 0.0865
O -5.4647 -1.7119 -0.2615 0.0787 1.1248 0.1117
C -5.5566 -2.7104 -1.2287 0.0899 -2.1923 -0.6997
C -4.5941 -3.8652 -0.9750 0.5380 -0.2272 0.1301
O -4.8647 -2.6222 1.9761 -0.2281 -0.6013 0.3303
C -3.5204 -2.1407 1.9932 0.8215 0.4897 0.6803
C -3.1077 -1.9997 3.4625 -0.8304 -0.6633 -0.4934
H -7.4851 1.9579 -0.1056 0.0622 0.1832 0.5655
H -5.7528 1.5969 0.1955 -0.0254 0.2274 0.2550
H -6.7735 0.5737 -0.7707 0.2004 -0.2040 0.2213
H -7.3709 1.0862 2.1621 0.5132 -0.2547 0.2885
H -8.0641 -0.1749 1.2314 0.1850 -0.0854 -0.2831
H -6.5562 -3.1495 -1.2930 -0.1921 0.3930 0.2225
H -5.3274 -2.3320 -2.2216 0.0667 0.6351 0.1577
H -3.5756 -3.5135 -0.7795 -0.0158 0.1204 -0.4817
H -4.7876 -4.5098 -0.1125 -0.6061 0.2351 -0.0374
H -4.6092 -4.5030 -1.8619 0.2497 0.0039 0.0636
H -2.8646 -2.8822 1.5325 -0.2529 0.0865 -0.3517
H -3.4559 -1.1780 1.4852 0.0394 -0.1246 -0.2372
H -2.0570 -1.7910 3.6341 0.0527 0.3120 -0.2957
H -3.7611 -1.2522 3.9113 0.1899 -0.0741 0.3045
H -3.3039 -2.9956 3.8742 -0.0566 0.3018 0.4074
C -0.3873 -2.0567 -2.2774 0.7708 -0.8888 1.1038
C 0.3397 -1.2308 -1.2301 0.1627 -0.2961 0.0170
O -0.2860 0.0645 -1.0855 -0.0044 -0.6054 -0.3034
P 0.5972 1.2607 -0.5882 -0.2648 -0.2100 -0.0974
O 1.7292 1.5991 -1.4192 1.0223 0.5060 -0.7300
O -0.4560 2.4026 -0.4750 -0.5832 0.8963 0.4688
C -1.6862 2.2300 0.2743 -0.2862 -1.9783 -0.9317
C -2.8201 2.0245 -0.7297 0.8313 1.8834 -0.1661
O 0.9650 0.8051 0.8687 -0.5749 -0.1967 0.1120
C 1.7064 1.6302 1.7426 1.0083 -0.6498 1.7626
C 0.9870 1.8816 3.0437 -1.1462 0.4138 0.0235
H -0.0702 -3.0882 -2.0630 -0.2321 0.0369 -0.1296
H -1.4605 -2.0295 -2.1018 -0.0771 0.1746 -0.4453
H -0.0305 -1.8831 -3.2888 -0.4771 0.4618 -0.1099
H 0.3342 -1.6845 -0.2325 -0.2849 -0.1358 -0.1950
H 1.4012 -1.1637 -1.5003 -0.1782 0.4640 -0.0508
H -1.6753 1.2596 0.7897 0.5718 0.5178 0.6388
H -1.8044 3.0783 0.9371 -0.0554 0.0433 0.0335
H -2.7478 2.9211 -1.3572 -0.6718 -0.0724 -0.1035
H -2.6497 1.1905 -1.4011 -0.0261 -0.3769 0.3513
H -3.7608 1.9924 -0.1936 -0.2073 -0.1347 -0.1862
H 2.5796 1.0343 2.0103 0.3582 0.2527 -0.2944
H 2.0344 2.5976 1.3802 -0.1424 -0.1649 -0.8124
H -0.0319 2.2436 2.8566 0.1835 0.2948 -0.0568
H 0.8319 1.0279 3.6983 0.4213 -0.3384 -0.1217
H 1.5378 2.6501 3.5816 -0.0299 -0.0301 0.1678
O 3.6993 2.7184 5.2415 -0.2995 -0.2822 0.1883
C 4.4121 2.3317 6.1129 0.6977 0.7777 0.3783
O 4.3816 2.8246 7.4002 0.7550 -0.4769 -0.5656
C 5.5831 2.4083 8.0807 -0.5026 -1.1475 0.9184
C 6.1698 1.2791 7.2216 -0.8836 0.3072 -2.0319
O 5.4215 1.4642 5.9525 0.2025 0.0524 0.5790
H 6.2585 3.2379 8.2839 -0.0879 0.1046 -0.4334
H 5.2809 1.9810 9.0435 0.0061 0.2981 -0.0794
H 5.9507 0.2404 7.4692 0.0305 0.2750 0.7002
H 7.2152 1.3709 6.9370 0.0232 0.1451 0.3216
O -0.6723 6.8838 2.7018 -1.4456 0.7730 -2.3613
C -0.1158 6.5778 3.6703 1.2423 -0.7878 2.6540
O 0.2546 5.3062 3.9599 0.2484 -0.9299 0.7292
C 1.1068 5.2244 5.1273 -0.6533 2.1992 0.7245
C 1.0903 6.7398 5.5936 0.8445 -0.4300 -0.6865
O 0.2181 7.4211 4.6784 0.6089 -0.5129 -0.0772
H 0.7599 4.7513 6.0512 -0.8286 -0.9846 -0.9371
H 2.0574 4.7755 4.8626 0.1592 0.3268 -0.1751
H 2.1091 7.1326 5.5184 -0.3008 0.3677 0.1198
H 0.6784 6.8819 6.5883 0.1361 -0.1100 0.0424
O -1.1610 -5.6172 -2.4491 -0.4197 0.4497 2.4454
C -1.3622 -5.8457 -3.5726 1.2293 -0.0002 -2.2555
O -2.4971 -5.6368 -4.2706 -0.0888 0.3650 -0.1259
C -2.2484 -5.8674 -5.6555 -0.1452 -1.8601 -0.7104
C -0.9334 -6.6700 -5.6388 0.3425 1.0913 -0.4625
O -0.3509 -6.2847 -4.3868 -0.9185 -0.3873 -0.3112
H -3.0512 -6.4839 -6.0656 -0.1227 -0.0207 0.3064
H -2.2013 -5.0163 -6.3319 0.2389 0.6855 0.8181
H -0.3044 -6.3017 -6.4495 0.2087 -0.1792 0.1436
H -1.0133 -7.7532 -5.7075 -0.2670 -0.0066 0.1812
```
Forces are in eV/Å.

Löwdin population analysis, charges in e, atoms 1 to 8:
1. C -0.074
2. C -0.237
3. O -0.187
4. P 0.341
5. O -0.219
6. O -0.165
7. C -0.271
8. C -0.068